No. 1
C54H114N5O14S3 | ωB97M-V/def2-TZVPD

Structure (XYZ):
```
190
C54H114N5O14S3, DFT ωB97M-V/def2-TZVPD
C -7.26 15.63 3.04
C -8.36 16.50 3.46
C -9.19 15.76 4.58
C -8.46 15.64 5.89
C -8.11 16.94 6.42
C -7.08 17.68 5.52
N -7.60 17.79 4.08
O -7.14 18.68 3.36
C -7.05 19.00 6.04
C -5.70 17.02 5.64
C -9.18 16.97 2.31
H -6.68 15.03 3.70
H -6.50 16.16 2.49
H -7.69 14.93 2.26
H -10.09 16.29 5.00
H -9.53 14.85 4.14
H -7.60 15.03 5.68
H -9.05 15.00 6.65
H -7.66 16.98 7.43
H -9.07 17.45 6.52
H -6.12 19.57 5.72
H -7.87 19.61 5.58
H -6.92 19.03 7.11
H -5.22 17.67 4.83
H -5.07 17.07 6.55
H -5.67 16.07 5.12
H -8.59 17.71 1.81
H -9.96 17.63 2.72
H -9.77 16.23 1.74
C -9.73 23.57 -0.14
C -11.29 23.27 -0.20
C -11.90 23.88 -1.50
C -11.61 22.87 -2.70
C -12.22 21.42 -2.32
C -11.72 20.90 -0.94
N -11.90 21.99 -0.03
O -11.74 21.50 1.40
C -12.62 19.68 -0.35
C -10.27 20.40 -1.12
C -11.78 24.11 1.12
H -9.59 24.62 -0.40
H -9.29 22.93 -0.93
H -9.30 23.33 0.83
H -13.01 23.94 -1.42
H -11.49 24.88 -1.90
H -10.56 22.86 -3.03
H -12.13 23.28 -3.56
H -12.10 20.75 -3.16
H -13.31 21.65 -2.28
H -12.12 19.28 0.54
H -13.59 20.11 -0.04
H -12.80 18.87 -1.10
H -10.23 19.50 -1.72
H -9.68 21.12 -1.72
H -9.80 20.34 -0.11
H -11.51 25.21 1.04
H -11.24 23.76 1.98
H -12.80 23.86 1.45
C -8.18 25.53 4.74
C -8.94 26.58 3.95
C -10.46 26.35 3.99
C -11.31 27.53 3.71
C -11.02 28.66 4.70
C -9.62 28.98 4.76
N -8.61 27.93 4.73
O -7.36 28.27 4.85
C -9.09 29.69 3.33
C -9.36 29.83 5.94
C -8.45 26.60 2.43
H -8.54 25.56 5.83
H -7.19 25.98 4.71
H -8.26 24.49 4.39
H -10.66 25.52 3.30
H -10.81 26.04 4.99
H -12.34 27.28 3.85
H -11.09 28.02 2.70
H -11.29 28.29 5.66
H -11.38 29.69 4.49
H -8.04 29.85 3.31
H -9.46 29.44 2.31
H -9.78 30.51 3.46
H -10.41 30.02 6.29
H -8.82 29.45 6.83
H -9.10 30.80 5.58
H -8.46 25.55 2.19
H -7.40 26.82 2.41
H -8.89 27.20 1.66
C -13.07 23.32 7.95
C -14.40 23.94 8.09
C -14.76 25.20 7.32
C -16.24 25.34 7.06
C -16.89 24.21 6.39
C -16.81 22.94 7.33
N -15.43 22.91 7.69
O -15.06 21.56 7.77
C -17.87 22.95 8.43
C -16.96 21.79 6.47
C -14.46 24.44 9.85
H -12.87 22.28 8.29
H -12.32 23.94 8.40
H -12.76 23.29 6.83
H -14.19 26.07 7.64
H -14.27 25.13 6.34
H -16.36 26.36 6.78
H -16.81 25.49 8.03
H -16.33 23.91 5.52
H -17.96 24.32 6.18
H -17.96 21.95 8.80
H -17.95 23.62 9.35
H -18.62 23.28 7.74
H -16.15 21.57 5.72
H -16.99 20.85 6.90
H -17.83 21.96 5.87
H -14.28 25.49 9.67
H -13.44 24.11 10.17
H -15.14 23.93 10.55
C -2.83 23.67 4.62
C -3.37 22.23 4.53
C -4.96 22.16 5.03
C -6.02 23.01 4.28
C -5.95 22.25 2.84
C -4.64 22.14 1.88
N -3.58 21.75 2.88
O -2.56 20.92 2.53
C -4.77 21.14 0.95
C -4.34 23.61 1.30
C -2.58 21.11 5.11
H -3.01 23.80 5.86
H -3.47 24.54 4.32
H -1.81 23.76 4.43
H -5.23 21.11 5.34
H -5.10 22.75 5.92
H -5.88 24.08 4.21
H -7.00 22.68 4.63
H -6.55 22.99 2.36
H -6.42 21.25 2.81
H -3.81 20.86 0.43
H -5.25 20.47 1.73
H -5.49 21.12 0.15
H -3.54 23.64 0.50
H -5.23 24.23 1.01
H -4.22 24.21 2.21
H -2.87 20.92 6.10
H -1.53 20.95 5.37
H -3.19 20.29 4.65
O -11.53 16.30 7.29
S -12.52 17.29 6.87
O -12.45 17.94 5.62
O -13.86 16.49 6.88
C -15.06 17.19 6.17
C -16.14 16.11 6.17
C -12.68 18.52 8.14
H -14.78 17.46 5.12
H -15.33 18.11 6.68
H -15.82 15.32 5.42
H -17.08 16.66 6.07
H -16.20 15.61 7.12
H -13.13 18.06 9.00
H -13.23 19.41 7.77
H -11.61 18.78 8.25
O -8.81 27.78 8.91
S -9.73 26.72 9.35
O -11.04 26.64 8.81
O -9.14 25.27 8.96
C -7.90 24.97 9.52
C -7.23 24.13 8.50
C -9.71 26.83 11.11
H -8.03 24.37 10.44
H -7.37 25.85 9.83
H -7.14 24.71 7.54
H -7.83 23.27 8.40
H -6.27 23.77 8.83
H -10.11 25.95 11.46
H -10.40 27.66 11.31
H -8.71 26.87 11.53
O -9.97 22.34 5.24
S -10.52 21.07 5.55
O -10.12 20.41 6.75
O -12.08 21.19 5.74
C -12.85 21.75 4.50
C -13.44 20.57 3.78
C -10.28 20.07 4.07
H -12.07 22.12 3.75
H -13.45 22.57 4.81
H -14.09 20.03 4.49
H -12.69 19.89 3.56
H -13.91 20.91 2.85
H -10.77 19.08 4.29
H -9.23 19.76 3.90
H -10.80 20.45 3.21
```

For the frontier orbital gap (spin up / spin down), the calculation gives 7.54 / 6.97 eV. As for the multiplicity: 6. Its expectation value of S² is 8.78.

Results of the Mulliken charge analysis, in e, for atoms 1 through 5: -1.922 1.941 -0.842 -0.944 -1.134



No. 2
C4H7IN2 | ωB97M-V/def2-TZVPD

Structure (XYZ):
```
14
C4H7IN2, DFT ωB97M-V/def2-TZVPD
C 1.32 -0.36 -0.90
C 2.26 0.19 -1.38
C -1.10 -0.96 -0.81
C 0.30 -0.93 -0.19
N 2.30 2.84 0.76
N 2.95 1.85 1.03
I 3.87 1.24 -2.13
H 1.16 2.82 0.83
H -1.35 0.11 -1.01
H -1.89 -1.37 -0.22
H -0.89 -1.44 -1.83
H 0.72 -1.99 -0.02
H 0.31 -0.37 0.85
H 2.68 3.80 0.38
```

For the frontier orbital gap (spin up / spin down), the calculation gives 7.07 / 8.91 eV. As for the multiplicity: 3. Its expectation value of S² is 2.01.

Results of the Mulliken charge analysis, in e, for atoms 1 through 5: -0.296 0.277 -0.946 -0.554 -0.023



No. 3
C4H9N | ωB97M-V/def2-TZVPD

Structure (XYZ):
```
14
C4H9N, DFT ωB97M-V/def2-TZVPD
C 0.53 0.66 -1.17
C -1.07 -0.32 -1.14
C 0.05 -0.43 -0.25
C -0.17 0.01 1.18
N 0.57 -0.91 2.07
H 1.38 1.30 -0.68
H 0.76 0.27 -2.15
H -0.08 1.60 -1.42
H -1.04 -0.72 -2.12
H -2.09 -0.39 -0.82
H 0.27 1.06 1.34
H -1.42 0.07 1.47
H 1.47 -0.51 2.38
H 0.83 -1.68 1.32
```

For the frontier orbital gap, the calculation gives 8.26 eV.

Results of the Mulliken charge analysis, in e, for atoms 1 through 5: -1.310 -0.739 0.410 -0.302 -0.624



No. 4
O4S | ωB97M-V/def2-TZVPD

Structure (XYZ):
```
5
O4S, DFT ωB97M-V/def2-TZVPD
O 1.06 1.36 -0.08
O 1.55 -1.16 -0.07
O -0.96 -0.47 0.03
O -2.03 0.31 0.05
S 0.73 -0.01 0.22
```

For the frontier orbital gap (spin up / spin down), the calculation gives 8.13 / 8.98 eV.

Mulliken analysis output, partial charges in e: -0.379 -0.376 0.005 -0.145 0.895



No. 5
C3H8O2Se | ωB97M-V/def2-TZVPD

Structure (XYZ):
```
14
C3H8O2Se, DFT ωB97M-V/def2-TZVPD
C -1.06 0.88 -0.84
Se -2.70 0.07 -0.13
H -1.62 1.29 -1.62
H -0.45 0.06 -1.21
H -0.61 1.55 -0.26
H -2.36 -0.09 1.25
O 1.31 0.27 1.39
C 1.49 -0.19 0.27
C 0.90 -1.51 -0.23
O -0.29 -1.74 0.47
H 2.38 0.21 -0.22
H 1.04 -2.56 -0.48
H 0.56 -0.97 -1.18
H 0.03 -1.81 1.48
```

For the frontier orbital gap, the calculation gives 8.55 eV. Its SMILES is C[SeH].O=CCO.

Results of the Mulliken charge analysis, in e, for atoms 1 through 5: -0.791 -0.078 0.422 0.025 0.263



No. 6
C8H8F14InN3O14S7 | ωB97M-V/def2-TZVPD

Structure (XYZ):
```
55
C8H8F14InN3O14S7, DFT ωB97M-V/def2-TZVPD
In -21.18 37.06 -18.27
C -25.35 39.48 -17.49
F -24.22 39.89 -16.97
F -26.19 39.34 -16.49
F -25.72 40.26 -18.52
S -25.08 37.69 -18.13
O -24.53 36.96 -17.02
O -26.32 37.20 -18.80
N -23.76 37.90 -19.22
S -24.52 37.84 -20.64
O -24.85 36.48 -21.07
O -25.53 38.91 -20.93
C -22.94 38.39 -21.70
F -23.18 38.10 -23.05
F -22.80 39.72 -21.42
F -21.78 37.72 -21.33
C -20.70 34.66 -13.85
F -19.93 35.52 -13.24
F -20.06 34.04 -14.82
F -21.15 33.74 -12.96
S -22.22 35.44 -14.81
O -22.37 34.61 -15.99
O -23.34 35.34 -13.87
N -21.67 37.00 -15.39
S -22.26 37.88 -14.25
O -23.70 38.12 -14.41
O -21.85 37.65 -12.86
C -21.36 39.59 -14.56
F -21.99 40.59 -13.85
F -20.12 39.46 -14.18
F -21.45 39.81 -15.89
N -19.02 37.63 -20.18
S -18.32 38.73 -20.99
O -18.20 38.45 -22.41
O -17.30 39.52 -20.31
F -19.62 39.70 -20.83
S -17.69 36.60 -20.40
O -16.47 36.92 -19.61
O -17.55 35.97 -21.67
F -18.18 35.29 -19.56
C -18.74 31.43 -17.25
C -20.01 30.82 -16.67
C -21.17 31.77 -17.21
S -20.61 32.70 -18.63
O -20.56 34.13 -18.21
O -21.29 32.32 -19.81
C -18.97 31.77 -18.71
H -17.89 30.76 -17.10
H -18.52 32.34 -16.69
H -20.09 30.82 -15.58
H -20.20 29.79 -16.98
H -21.58 32.52 -16.53
H -22.03 31.22 -17.60
H -18.17 32.28 -19.23
H -19.24 30.91 -19.33
```

For the frontier orbital gap (spin up / spin down), the calculation gives 9.28 / 3.88 eV. As for the total charge: -1. As for the multiplicity: 2. Its expectation value of S² is 0.76.

Results of the Mulliken charge analysis, in e, for atoms 1 through 5: 1.238 0.715 -0.176 -0.176 -0.189